{"formula": "C20H26N2O10V", "method": "ωB97M-V with the def2-TZVPD basis set", "species": ["V", "C", "C", "C", "O", "C", "C", "C", "O", "O", "O", "H", "H", "C", "C", "C", "O", "C", "C", "C", "O", "O", "O", "H", "H", "C", "C", "C", "O", "C", "N", "H", "H", "H", "H", "H", "H", "H", "H", "H", "H", "H", "C", "C", "C", "O", "C", "N", "H", "H", "H", "H", "H", "H", "H", "H", "H", "H", "H"], "coordinates": [[0.058, -0.137, -0.176], [-3.269, 1.331, 2.085], [-2.123, 1.148, 1.316], [-1.427, 2.354, 0.649], [-0.510, 1.984, -0.145], [-1.995, 3.623, 0.794], [-3.158, 3.824, 1.522], [-3.842, 2.618, 2.170], [-4.808, 2.747, 2.940], [-3.570, 4.983, 1.698], [-1.541, 0.046, 1.058], [-3.838, 0.517, 2.508], [-1.601, 4.422, 0.181], [3.899, 0.999, -1.951], [4.637, 0.535, -3.110], [4.150, -0.819, -3.760], [4.764, -1.230, -4.737], [3.000, -1.479, -3.231], [2.350, -0.966, -2.141], [2.776, 0.337, -1.531], [2.104, 0.799, -0.516], [1.398, -1.664, -1.590], [5.597, 1.153, -3.531], [4.220, 1.929, -1.505], [2.675, -2.416, -3.659], [1.065, -2.401, 3.594], [0.654, -1.193, 2.770], [1.206, 0.128, 3.270], [0.804, 1.083, 2.304], [1.540, 2.301, 2.316], [1.050, -1.380, 1.330], [0.421, -3.245, 3.325], [0.851, -2.308, 4.661], [2.109, -2.697, 3.471], [-0.437, -1.187, 2.729], [2.293, 0.042, 3.380], [0.712, 0.410, 4.203], [2.603, 2.072, 2.216], [1.383, 2.896, 3.220], [1.186, 2.861, 1.455], [2.073, -1.364, 1.417], [0.966, -2.394, 1.232], [-2.754, -0.105, -3.470], [-2.084, -0.261, -2.088], [-1.900, -1.760, -1.835], [-1.296, -1.832, -0.533], [-1.239, -3.181, -0.098], [-0.742, 0.342, -2.077], [-2.817, 0.942, -3.763], [-3.722, -0.603, -3.445], [-2.115, -0.606, -4.201], [-2.676, 0.123, -1.258], [-1.316, -2.276, -2.599], [-2.914, -2.169, -1.808], [-0.852, -3.153, 0.922], [-0.488, -3.680, -0.720], [-2.209, -3.674, -0.040], [-0.913, 1.350, -2.182], [-0.385, 0.281, -3.036]], "lowdin_charge": [1.14, 0.02, -0.31, -0.32, -0.11, 0.01, -0.38, -0.36, 0.03, 0.03, -0.15, 0.11, 0.11, 0.01, -0.35, -0.36, 0.03, 0.00, -0.37, -0.35, -0.13, -0.13, 0.04, 0.11, 0.11, -0.05, -0.39, -0.17, -0.23, -0.07, 0.02, 0.08, 0.08, 0.09, 0.13, 0.14, 0.14, 0.09, 0.09, 0.08, 0.12, 0.08, -0.03, -0.37, -0.16, -0.29, -0.05, 0.01, 0.09, 0.08, 0.09, 0.15, 0.14, 0.14, 0.08, 0.11, 0.10, 0.12, 0.13], "total_energy_ha": -2583.71685, "s2": 2.01, "charge": -1, "relative_energy_kcal_mol": 11.0, "multiplicity": 3, "homo_lumo_gap_ev": [6.585, 6.610]}

{"formula": "C20H26N2O2SiY", "method": "ωB97M-V with the def2-TZVPD basis set", "species": ["C", "C", "C", "H", "C", "C", "H", "H", "H", "H", "Y", "C", "H", "H", "H", "Si", "C", "C", "H", "C", "H", "C", "H", "C", "H", "C", "H", "C", "C", "H", "C", "H", "C", "H", "C", "H", "C", "H", "H", "H", "C", "O", "C", "O", "N", "N", "H", "H", "H", "H", "H", "H"], "coordinates": [[-0.775, -1.190, -2.938], [0.320, -1.612, -2.152], [-0.102, -2.710, -1.366], [1.306, -1.183, -2.138], [-1.459, -2.966, -1.672], [-1.878, -2.029, -2.642], [-2.860, -1.964, -3.081], [-0.774, -0.370, -3.638], [0.506, -3.231, -0.647], [-2.071, -3.740, -1.237], [-1.321, -0.891, -0.745], [2.047, 1.861, 4.496], [1.377, 1.031, 4.701], [3.045, 1.481, 4.300], [1.691, 2.409, 3.628], [0.408, 0.336, 0.610], [1.034, 1.957, -0.159], [1.494, 1.989, -1.480], [1.503, 1.073, -2.058], [1.918, 3.168, -2.076], [2.274, 3.160, -3.099], [1.876, 4.359, -1.365], [2.197, 5.284, -1.829], [1.424, 4.355, -0.053], [1.394, 5.279, 0.512], [1.017, 3.167, 0.540], [0.675, 3.179, 1.568], [1.961, -0.740, 0.847], [3.245, -0.271, 0.557], [3.382, 0.766, 0.275], [4.355, -1.102, 0.633], [5.338, -0.708, 0.404], [4.211, -2.429, 1.011], [5.076, -3.078, 1.073], [2.945, -2.917, 1.308], [2.820, -3.950, 1.608], [1.841, -2.083, 1.219], [0.861, -2.490, 1.439], [0.067, 0.779, 2.019], [2.075, 2.525, 5.356], [-6.037, 0.411, -1.775], [-5.604, -0.133, -0.586], [-4.315, -0.482, -0.342], [-3.432, -0.208, -1.141], [-4.012, -1.153, 0.791], [-2.706, -1.546, 1.053], [-5.841, -0.297, -2.610], [-5.520, 1.374, -1.971], [-7.130, 0.592, -1.716], [-4.758, -1.381, 1.466], [-2.398, -1.094, 1.944], [-2.690, -2.585, 1.158]], "lowdin_charge": [-0.17, -0.20, -0.19, 0.12, -0.19, -0.18, 0.12, 0.13, 0.11, 0.12, 1.22, -0.04, 0.01, 0.02, -0.01, 0.58, -0.37, -0.13, 0.08, -0.08, 0.11, -0.08, 0.11, -0.08, 0.11, -0.12, 0.08, -0.35, -0.09, 0.10, -0.07, 0.11, -0.08, 0.11, -0.09, 0.10, -0.17, 0.08, -0.04, 0.02, -0.05, 0.00, -0.48, -0.01, 0.04, -0.01, 0.11, 0.11, 0.12, 0.19, 0.15, 0.15], "total_energy_ha": -1365.23360, "charge": 1, "relative_energy_kcal_mol": 35.4, "homo_lumo_gap_ev": 7.054}

{"formula": "C20H26N2O5", "method": "ωB97M-V with the def2-TZVPD basis set", "species": ["C", "H", "O", "C", "C", "C", "C", "C", "C", "O", "C", "C", "C", "C", "N", "O", "C", "O", "N", "C", "H", "H", "H", "C", "C", "C", "C", "C", "C", "C", "O", "H", "H", "H", "H", "H", "H", "H", "H", "H", "H", "H", "H", "H", "H", "H", "H", "H", "H", "H", "H", "H", "H"], "coordinates": [[1.852, 0.876, 3.794], [1.798, -0.047, 4.369], [2.997, 0.748, 2.984], [3.294, 1.754, 2.102], [2.633, 2.975, 2.075], [3.018, 3.978, 1.201], [4.074, 3.775, 0.335], [4.719, 2.552, 0.326], [4.339, 1.532, 1.187], [5.064, 0.368, 1.084], [4.402, -0.866, 1.269], [3.069, -0.908, 0.596], [1.832, -1.273, 1.041], [0.981, -1.017, -0.066], [1.680, -0.539, -1.068], [2.966, -0.471, -0.670], [-0.493, -1.188, -0.010], [-1.035, -1.256, 1.085], [-1.174, -1.281, -1.168], [-0.580, -1.147, -2.477], [-1.324, -1.419, -3.222], [-0.242, -0.126, -2.659], [0.284, -1.804, -2.576], [-2.616, -1.410, -1.103], [-3.317, -0.072, -1.358], [-4.817, -0.238, -1.609], [-5.574, -0.837, -0.420], [-7.052, -0.982, -0.779], [-7.172, -1.809, -2.057], [-6.317, -1.171, -3.151], [-4.969, -1.045, -2.765], [-6.309, -1.787, -4.054], [-6.725, -0.178, -3.403], [-8.209, -1.864, -2.390], [-6.812, -2.822, -1.870], [-7.596, -1.461, 0.038], [-7.489, 0.007, -0.942], [-5.447, -0.196, 0.452], [-5.164, -1.821, -0.192], [-5.245, 0.760, -1.821], [-2.880, 0.391, -2.244], [-3.163, 0.593, -0.507], [-2.856, -1.777, -0.104], [-2.945, -2.133, -1.852], [1.543, -1.659, 1.994], [4.264, -1.095, 2.332], [5.076, -1.606, 0.822], [5.531, 2.353, -0.355], [4.385, 4.553, -0.344], [2.488, 4.918, 1.209], [1.813, 3.158, 2.751], [0.944, 0.980, 3.192], [1.939, 1.721, 4.484]], "lowdin_charge": [-0.08, 0.10, -0.11, -0.20, -0.02, -0.09, -0.09, 0.00, -0.20, -0.01, -0.10, -0.23, 0.07, -0.17, 0.12, 0.05, -0.40, 0.06, -0.09, -0.05, 0.09, 0.09, 0.09, -0.15, -0.10, -0.35, -0.14, -0.20, -0.17, -0.21, -0.11, 0.12, 0.13, 0.11, 0.12, 0.11, 0.11, 0.12, 0.12, 0.15, 0.12, 0.13, 0.12, 0.13, 0.12, 0.13, 0.14, 0.12, 0.10, 0.10, 0.10, 0.10, 0.10], "total_energy_ha": -1263.35635, "relative_energy_kcal_mol": 95.0, "homo_lumo_gap_ev": 9.180}

{"formula": "C20H26N3", "method": "ωB97M-V with the def2-TZVPD basis set", "species": ["C", "N", "C", "C", "C", "C", "C", "C", "C", "C", "C", "C", "C", "C", "N", "C", "C", "C", "C", "C", "C", "H", "H", "H", "H", "H", "H", "H", "H", "H", "H", "H", "H", "H", "H", "H", "H", "H", "H", "H", "H", "H", "C", "N", "H", "H", "H", "H", "H"], "coordinates": [[1.255, 2.457, 5.579], [1.958, 1.964, 4.426], [3.401, 1.891, 4.422], [3.741, 1.265, 3.049], [2.419, 1.042, 2.393], [1.407, 1.503, 3.277], [0.051, 1.490, 2.908], [-0.277, 1.041, 1.642], [0.697, 0.434, 0.776], [0.410, -0.221, -0.441], [-0.839, -0.648, -0.946], [-0.907, -1.107, -2.308], [-2.121, -1.415, -2.878], [-3.321, -1.261, -2.138], [-4.392, -1.588, -2.903], [-5.778, -1.523, -2.525], [-4.016, -2.041, -4.222], [-2.474, -1.932, -4.232], [-3.294, -0.863, -0.791], [-2.065, -0.657, -0.192], [2.078, 0.521, 1.167], [0.177, 2.341, 5.440], [1.572, 1.893, 6.469], [1.487, 3.518, 5.752], [3.847, 2.890, 4.525], [3.761, 1.275, 5.257], [4.372, 1.954, 2.473], [4.304, 0.336, 3.191], [-0.705, 1.855, 3.603], [-1.301, 1.161, 1.298], [1.279, -0.419, -1.057], [0.008, -1.186, -2.902], [-5.874, -1.085, -1.527], [-6.331, -0.908, -3.249], [-6.228, -2.527, -2.525], [-4.343, -3.077, -4.392], [-4.478, -1.415, -4.998], [-2.149, -1.263, -5.036], [-2.031, -2.918, -4.416], [-4.229, -0.747, -0.242], [-2.037, -0.491, 0.882], [2.841, 0.157, 0.472], [4.566, -0.062, -2.137], [3.157, -0.354, -1.886], [5.179, -0.912, -1.834], [4.771, 0.163, -3.189], [4.858, 0.807, -1.546], [2.594, 0.019, -2.644], [3.002, -1.358, -1.846]], "lowdin_charge": [-0.02, -0.12, -0.12, -0.08, -0.14, -0.16, 0.02, 0.00, -0.18, 0.06, -0.19, 0.05, -0.15, -0.16, -0.12, -0.02, -0.12, -0.08, 0.02, 0.00, 0.05, 0.08, 0.10, 0.10, 0.13, 0.13, 0.13, 0.13, 0.11, 0.11, 0.07, 0.13, 0.08, 0.10, 0.10, 0.13, 0.13, 0.13, 0.13, 0.11, 0.11, 0.11, -0.17, -0.10, 0.08, 0.07, 0.06, 0.07, 0.08], "total_energy_ha": -941.74028, "charge": 1, "relative_energy_kcal_mol": 0.0, "homo_lumo_gap_ev": 5.898}